[1]
Entry from the OMol25 dataset: one molecule with the formula C26H35BrClNOS (ωB97M-V/def2-TZVPD).

XYZ file:
```
66
Properties=species:S:1:pos:R:3:forces:R:3
C 5.7104 0.2557 2.5166 -0.7 -0.2 0.5
C 4.8529 -0.3828 1.4509 0.8 0.0 -0.5
C 5.3951 -0.2979 -0.0042 -0.1 0.7 0.6
Br 7.1374 0.6028 -0.1654 0.2 -0.3 0.0
C 4.4293 0.4217 -0.8907 1.5 -1.2 1.0
C 4.4002 1.7565 -0.9962 1.9 1.3 1.7
C 3.5254 2.3575 -1.7888 -0.6 2.7 -0.5
C 2.6466 1.6428 -2.4961 -1.2 1.4 -1.1
Cl 1.5239 2.4839 -3.4896 -0.5 0.3 -0.5
C 2.6399 0.3096 -2.4122 -2.0 -0.9 -1.8
C 3.5341 -0.2743 -1.6081 0.0 -3.1 0.4
S 3.4586 -2.0381 -1.5443 0.7 -0.7 0.2
C 1.7139 -2.2653 -1.6138 3.4 0.1 0.7
C 1.0948 -3.2048 -0.8925 1.7 -1.2 1.4
C -0.2235 -3.3385 -0.9744 -1.9 -2.1 1.8
C -0.9154 -4.3917 -0.1529 0.5 0.4 0.3
C -1.5436 -3.9640 1.1815 -0.7 -0.1 -0.6
C -2.4065 -2.7038 1.2341 0.5 -0.3 0.6
C -1.6912 -1.4727 1.7597 -1.0 0.2 0.0
C -2.7361 -0.3927 2.0318 0.1 -0.1 -0.6
C -3.3772 0.1539 0.7627 -0.2 0.0 1.0
C -4.1570 1.4303 1.0353 0.4 -0.3 -1.2
C -4.5416 2.1194 -0.2833 -0.2 0.0 0.7
C -4.2109 3.6082 -0.2648 -0.4 -0.5 -0.5
C -2.8150 3.7972 -0.7864 0.6 0.3 0.0
O -1.8763 2.9192 -0.1891 0.0 -0.3 0.0
C -1.3884 3.4128 1.0393 -0.1 0.4 -0.4
C -0.9014 -2.5364 -1.8026 -2.4 0.4 -0.8
C -0.2873 -1.5849 -2.5303 -1.2 0.7 -0.8
C 1.0481 -1.4524 -2.4106 0.0 2.7 -2.4
N 1.7281 -0.4485 -3.1441 -0.2 -0.4 0.1
H 6.6793 -0.2019 2.5968 0.5 0.0 -0.1
H 5.2199 0.0984 3.4693 -0.2 0.0 0.3
H 5.7877 1.3232 2.3975 0.3 0.4 -0.2
H 3.8701 0.0572 1.4598 -0.4 0.1 0.0
H 4.7501 -1.4341 1.6653 -0.2 -0.4 0.2
H 5.5701 -1.2886 -0.3665 0.3 -0.4 -0.3
H 5.0786 2.3545 -0.4231 0.4 0.2 0.2
H 3.4688 3.4214 -1.8730 0.2 0.5 0.1
H 1.6692 -3.8452 -0.2551 0.3 -0.3 0.3
H -0.1264 -5.0865 0.1001 0.0 -0.7 0.0
H -1.6493 -4.8917 -0.7683 -0.3 -0.2 -0.1
H -0.8037 -3.9147 1.9658 0.4 0.1 0.2
H -2.2077 -4.7727 1.4597 0.0 -0.5 0.1
H -2.9356 -2.4960 0.3174 0.0 0.0 -0.5
H -3.1648 -2.9064 1.9817 -0.5 -0.1 0.1
H -1.2750 -1.7153 2.7268 0.6 -0.2 0.2
H -0.9305 -1.1354 1.0665 0.4 0.2 0.0
H -3.5294 -0.8436 2.6201 -0.1 0.0 0.4
H -2.3141 0.4176 2.6116 0.2 0.3 0.2
H -4.0983 -0.5820 0.4324 0.0 -0.3 -0.6
H -2.6088 0.3179 0.0184 0.1 0.1 -0.4
H -3.5309 2.1014 1.6032 0.0 0.2 0.4
H -5.0517 1.1715 1.5809 -0.2 0.1 0.5
H -3.9952 1.6632 -1.0974 0.1 -0.2 -0.3
H -5.5916 1.9431 -0.4734 -0.4 0.1 -0.1
H -4.3540 4.0153 0.7249 -0.1 0.2 0.3
H -4.8878 4.1011 -0.9530 -0.1 0.5 0.0
H -2.8152 3.5912 -1.8487 0.1 -0.2 -0.3
H -2.4504 4.8161 -0.6737 -0.1 0.4 0.0
H -2.1004 4.1024 1.4752 -0.3 0.1 0.4
H -0.4742 3.9763 0.8719 0.3 0.0 0.1
H -1.2174 2.5984 1.7268 0.1 -0.3 0.1
H -1.9629 -2.6600 -1.8938 -0.5 0.0 -0.1
H -0.8598 -0.9618 -3.1874 -0.2 0.4 -0.3
H 1.0741 0.1427 -3.6303 0.0 0.1 -0.2
```
Positions in Å, forces in eV/Å.

The spin multiplicity is 1. For the HOMO energy, the calculation gives -7.97 eV. The lowest unoccupied orbital energy comes out at 0.581 eV.

Löwdin population analysis, charges in e, atoms 1 to 4: number 1, C, carries -0.160; number 2, C, carries -0.248; number 3, C, carries -0.606; number 4, Br, carries 0.754

=====

[2]
Entry from the OMol25 dataset: a 19-piece molecular cluster, C26H35Cl54NO5P overall (ωB97M-V/def2-TZVPD).

XYZ file:
```
122
Properties=species:S:1:pos:R:3:forces:R:3
C 0.7903 -2.0454 -1.4157 0.8 -0.5 1.1
C 1.8159 -1.0316 -0.8789 0.4 0.8 0.1
C 2.1160 0.1554 -1.8448 -0.9 -0.2 0.3
C 2.0207 1.5523 -1.2159 -0.2 0.5 -1.4
O 3.2820 2.1341 -0.7811 1.0 -0.6 -0.1
C 3.8818 1.3755 0.2028 -1.2 1.4 1.6
C 4.5237 2.1074 1.4124 -1.4 -0.4 -0.2
C 5.0475 0.7668 2.0937 1.7 0.7 -0.5
P 5.9279 0.8295 3.7341 -0.8 -1.1 1.5
O 4.8830 0.9479 4.7497 -0.7 0.7 0.0
O 7.0330 1.9834 3.8636 -0.5 -1.5 -1.4
O 6.6056 -0.6433 3.9636 0.5 1.7 -1.3
C 5.7232 0.1448 0.8562 -0.6 0.5 1.8
O 6.7810 -0.6081 0.8079 0.3 0.5 0.7
N 5.0380 0.4920 -0.1501 -1.3 0.4 -2.6
H 1.2176 -2.6167 -2.2436 -0.4 0.2 -0.2
H -0.1874 -1.6048 -1.6285 0.3 0.1 -0.3
H 0.6229 -2.7773 -0.6090 -0.1 0.1 -0.3
H 2.7857 -1.4902 -0.6065 -0.5 -0.3 -0.1
H 1.4374 -0.5901 0.0611 0.0 -0.3 -0.3
H 1.3473 0.1170 -2.6355 0.2 0.1 0.2
H 3.0643 0.0625 -2.3785 0.0 0.0 0.1
H 1.2674 1.6368 -0.4193 0.3 -0.2 0.1
H 1.6885 2.2281 -2.0182 0.2 0.0 0.4
H 3.0163 0.8839 0.6893 0.8 -1.1 -0.3
H 5.2875 2.8149 1.0718 0.2 -0.3 0.3
H 3.7124 2.6651 1.9434 0.9 -0.6 0.0
H 4.1658 0.1250 2.2525 0.2 0.2 0.5
H 7.1504 2.0861 4.8133 0.2 0.4 0.5
H 5.8820 -1.2714 3.8875 -0.1 -0.5 0.3
H 7.2953 -0.3334 0.0415 0.4 -0.6 -0.5
H 5.2576 0.2499 -1.1306 -0.2 -0.2 0.5
C 2.7461 -6.5790 -2.8647 -0.3 0.0 -0.1
Cl 1.1325 -6.5529 -2.1514 0.3 0.1 0.0
Cl 2.6286 -6.6328 -4.6242 0.1 0.0 0.0
Cl 3.7187 -5.1778 -2.3760 -0.2 -0.2 0.2
H 3.2499 -7.4753 -2.5288 0.1 0.0 0.0
C -2.8117 -5.3539 -3.6160 0.1 0.2 0.1
Cl -2.1973 -5.5786 -1.9759 0.2 -0.2 -0.4
Cl -3.8133 -3.8946 -3.7216 0.0 -0.3 -0.1
Cl -1.4728 -5.2749 -4.7674 0.0 -0.1 0.0
H -3.4279 -6.2069 -3.8681 0.0 0.0 0.0
C -2.0671 -9.0179 -0.1423 -0.1 0.2 -0.2
Cl -3.6960 -8.9878 0.5458 0.2 -0.5 -0.1
Cl -2.1389 -9.0625 -1.9081 0.0 -0.1 0.0
Cl -1.1335 -7.6225 0.4121 0.0 -0.2 0.1
H -1.5679 -9.9163 0.1997 -0.1 0.2 -0.1
C -5.2582 -4.5179 0.7092 0.1 0.1 0.1
Cl -4.9119 -6.2433 0.8961 -0.1 0.4 -0.1
Cl -4.8419 -3.6363 2.1847 0.0 -0.1 0.0
Cl -4.3814 -3.8705 -0.6768 -0.6 0.2 0.5
H -6.3183 -4.3984 0.5297 0.0 0.0 0.0
C 6.3811 -2.1615 -3.1773 0.0 -0.5 -0.3
Cl 5.5861 -3.2042 -4.3459 0.1 0.3 0.1
Cl 5.5829 -0.5684 -3.1009 0.1 0.0 -0.4
Cl 6.4385 -2.9100 -1.5786 0.0 0.1 0.0
H 7.3967 -2.0030 -3.5157 0.0 0.1 0.1
C 0.4116 -11.5474 2.8330 0.1 0.2 0.1
Cl -1.1814 -11.1539 2.1772 0.0 -0.2 0.3
Cl 1.6831 -11.0373 1.7182 0.0 0.0 0.0
Cl 0.6321 -10.7964 4.4129 0.0 0.0 -0.1
H 0.4740 -12.6204 2.9532 0.0 0.0 0.0
C -2.9091 -6.5966 3.9682 0.1 -0.1 0.1
Cl -3.1286 -8.3385 4.1475 0.0 0.0 0.0
Cl -3.3817 -5.7542 5.4473 0.0 0.0 0.0
Cl -1.2348 -6.2233 3.5513 -0.1 0.0 -0.1
H -3.5450 -6.2539 3.1633 0.0 0.0 0.0
C 2.1123 -5.5328 6.0970 -0.2 0.0 -0.1
Cl 0.4124 -5.8711 6.3823 0.1 0.0 0.2
Cl 2.6702 -6.3288 4.6190 0.0 0.0 0.0
Cl 2.3793 -3.7890 6.0054 0.1 0.1 0.0
H 2.6834 -5.9217 6.9292 0.1 0.0 0.0
C -3.2124 -0.9464 -6.7724 0.0 -0.1 -0.2
Cl -2.1983 -0.0960 -7.9418 0.0 0.0 0.1
Cl -4.8439 -1.1977 -7.4071 0.2 -0.4 0.2
Cl -2.4828 -2.4922 -6.3311 0.1 0.2 -0.2
H -3.2858 -0.3376 -5.8810 0.0 0.0 0.0
C 1.7636 5.2316 -0.5678 0.0 0.3 0.0
Cl 2.8988 6.0729 -1.6242 0.0 -0.1 0.0
Cl 1.7284 5.9850 1.0283 0.0 -0.2 -0.1
Cl 0.1451 5.2163 -1.2754 -0.1 -0.1 0.0
H 2.0978 4.2087 -0.4582 0.0 0.0 0.0
C -2.6115 7.0153 0.7046 -0.1 0.1 0.0
Cl -3.0858 6.0662 2.1156 0.1 0.0 0.0
Cl -3.4632 6.4543 -0.7370 0.1 0.0 0.0
Cl -2.9177 8.7324 0.9799 0.0 0.0 0.0
H -1.5487 6.8801 0.5460 0.0 0.0 0.0
C 2.7275 3.8028 5.0275 -0.1 0.0 0.2
Cl 3.8741 4.6414 3.9705 0.1 0.0 0.0
Cl 2.7092 4.5393 6.6272 0.0 -0.1 -0.1
Cl 1.1103 3.8153 4.3154 0.1 0.0 -0.1
H 3.0508 2.7726 5.1279 0.1 0.0 0.0
C 3.2838 9.6368 2.4619 0.2 0.1 -0.1
Cl 3.5561 7.9510 2.9207 0.0 0.1 0.1
Cl 4.0315 10.7279 3.6291 -0.1 0.0 0.0
Cl 3.9001 9.9439 0.8367 -0.1 0.0 0.0
H 2.2173 9.8195 2.4601 0.0 0.0 0.0
C -8.4525 -1.3583 -5.6739 0.1 0.0 -0.2
Cl -8.3133 -2.6784 -6.8378 0.0 0.0 0.0
Cl -7.0459 -1.3209 -4.6066 -0.1 0.0 0.1
Cl -8.6402 0.1866 -6.5059 0.0 0.0 0.0
H -9.3330 -1.5289 -5.0697 0.0 0.0 0.0
C -5.2133 8.4670 4.6142 -0.1 0.0 0.1
Cl -6.1726 7.4063 3.5817 -0.1 0.3 -0.1
Cl -5.9248 10.0806 4.6854 0.1 0.0 0.0
Cl -5.0609 7.7808 6.2347 0.0 0.0 0.0
H -4.2229 8.5506 4.1856 0.0 0.0 0.0
C -4.9817 2.7496 -9.9444 0.1 0.0 0.1
Cl -4.8138 4.2167 -8.9741 0.0 0.0 0.0
Cl -3.6049 2.5656 -11.0354 0.0 0.0 0.0
Cl -5.1440 1.3307 -8.9058 -0.1 0.5 -0.3
H -5.8787 2.8392 -10.5421 0.0 0.0 0.0
C -6.6799 3.9390 4.9848 0.1 -0.1 0.0
Cl -5.2390 4.3024 4.0335 0.0 -0.3 0.0
Cl -7.7315 2.8177 4.1163 0.0 0.1 0.0
Cl -6.2352 3.2797 6.5606 0.0 0.1 0.0
H -7.2227 4.8623 5.1429 0.0 0.0 0.0
C 0.5345 10.2958 -1.9234 0.1 0.0 0.2
Cl 0.2489 8.6369 -1.3879 0.0 0.0 0.0
Cl 0.4306 11.4146 -0.5617 0.0 0.0 0.0
Cl 2.1042 10.4283 -2.7193 -0.1 0.0 0.0
H -0.2330 10.5586 -2.6386 0.0 0.0 0.0
```
Positions in Å, forces in eV/Å.

The spin multiplicity is 1. For the HOMO energy, the calculation gives -11.95 eV. Its charge is +1. The lowest unoccupied orbital energy comes out at -3.495 eV.

Löwdin population analysis, charges in e, atoms 1 to 4: number 1, C, carries -0.092; number 2, C, carries -0.253; number 3, C, carries -0.171; number 4, C, carries -0.169

=====

[3]
Entry from the OMol25 dataset: C26H35FN3S4Y as an isolated structure (ωB97M-V/def2-TZVPD).

XYZ file:
```
70
Properties=species:S:1:pos:R:3:forces:R:3
Y -0.2900 -0.2481 -0.7876 0.5 -0.4 0.1
C -2.1337 -3.7265 -0.1616 0.1 0.0 0.0
C -0.8057 -4.3395 -0.5888 0.0 0.0 0.0
S -0.0826 -3.3323 -1.9030 -0.2 0.0 -0.1
C 1.6456 -3.8808 -1.8998 0.0 0.0 0.0
C 2.3268 -3.9061 -0.5358 0.0 0.1 0.0
S 1.9973 -2.3695 0.3608 0.1 0.0 -0.1
C 2.2309 -2.9647 2.0621 0.0 0.0 0.0
C 1.9621 -1.8348 3.0626 -0.1 0.2 -0.1
S 0.8211 -0.5567 2.4379 0.0 -0.2 0.2
C -0.7773 -1.2512 2.9358 0.1 0.0 -0.1
C -1.2597 -2.4982 2.1961 0.0 0.1 0.0
S -2.0094 -2.0861 0.5889 -0.2 0.1 0.2
H -2.7918 -3.5907 -1.0217 0.0 0.0 0.0
H -2.6472 -4.3819 0.5431 0.0 0.0 0.0
H -0.1191 -4.3656 0.2573 0.0 0.0 0.0
H -0.9617 -5.3590 -0.9447 0.0 0.0 0.0
H 1.7046 -4.8651 -2.3643 0.0 0.0 0.0
H 2.1381 -3.1700 -2.5658 0.0 0.0 0.0
H 1.9652 -4.7431 0.0643 0.0 0.0 0.0
H 3.4009 -4.0386 -0.6696 0.0 0.0 0.0
H 1.5650 -3.8160 2.2217 0.0 0.0 0.0
H 3.2565 -3.3227 2.1574 0.0 0.0 0.0
H 1.6157 -2.2306 4.0180 0.0 0.0 0.0
H 2.8856 -1.2867 3.2482 0.0 0.0 0.0
H -0.7341 -1.4636 4.0052 0.0 0.0 0.0
H -1.4675 -0.4263 2.7799 -0.1 0.1 0.0
H -0.4424 -3.1963 2.0264 0.0 0.0 0.0
H -2.0313 -2.9974 2.7847 0.0 0.0 0.0
N -2.7004 1.8252 -1.2283 0.2 0.2 -0.5
C -3.7131 2.3979 -1.8834 0.1 0.0 0.0
C -3.9931 1.6019 -2.9782 0.0 -0.1 0.0
C -3.0760 0.5500 -2.8911 0.0 0.1 -0.1
N -2.2939 0.6961 -1.8248 -0.1 -0.1 0.0
H -2.2030 2.0975 -0.3776 0.1 0.1 -0.3
H -4.1529 3.3191 -1.5418 0.0 0.0 0.0
H -4.7454 1.7618 -3.7297 0.0 0.0 0.0
H -2.9304 -0.2842 -3.5582 0.0 0.0 0.0
C -3.3633 1.7531 1.5895 0.0 -0.3 0.3
C -2.1523 2.6231 1.8254 0.0 0.2 0.0
C -2.3324 3.8315 2.4982 0.0 0.0 0.0
C -1.2751 4.6752 2.7800 0.0 0.0 0.0
C 0.0022 4.3016 2.3679 0.0 0.0 0.0
C 0.2267 3.1227 1.6847 0.1 0.0 0.1
C 1.6044 2.7457 1.2236 0.0 0.0 0.0
C -0.8511 2.2360 1.3907 -0.1 -0.2 -0.1
N -0.6279 1.0978 0.6707 -0.4 0.5 -0.2
H -3.5571 1.0939 2.4421 0.0 0.0 0.1
H -3.2458 1.1068 0.7186 -0.2 -0.1 0.5
H -4.2581 2.3647 1.4609 0.0 0.0 0.0
H -3.3357 4.1106 2.8069 0.0 0.0 0.0
H -1.4336 5.6083 3.3051 0.0 0.0 0.0
H 0.8436 4.9534 2.5804 0.0 0.0 0.0
H 2.3419 3.4802 1.5503 0.0 0.0 0.0
H 1.6425 2.6729 0.1345 0.0 0.0 -0.1
H 1.8937 1.7636 1.6058 0.0 0.1 0.0
F 5.0641 3.2591 -1.7914 0.0 0.0 0.0
C 4.0284 2.4486 -2.1319 0.0 0.0 0.0
C 4.1779 1.0838 -2.0234 0.0 0.0 0.0
C 3.1154 0.2623 -2.3750 0.0 0.0 0.0
C 1.8884 0.7732 -2.8334 0.0 0.0 0.1
C 0.7352 -0.0966 -3.0994 0.0 0.0 0.1
C 1.7953 2.1750 -2.9176 0.0 0.0 0.0
C 2.8496 3.0081 -2.5806 0.0 0.0 0.0
H 5.1165 0.6734 -1.6739 0.0 0.0 0.0
H 3.2418 -0.8137 -2.2995 0.0 0.0 0.0
H 1.0443 -1.0797 -3.4703 0.0 0.0 0.0
H 0.0390 0.3473 -3.8150 0.0 0.0 0.0
H 0.8673 2.6165 -3.2653 0.0 0.0 0.0
H 2.7606 4.0842 -2.6534 0.0 0.0 0.0
```
Positions in Å, forces in eV/Å.

The spin multiplicity is 1. The calculation puts the energy above the lowest of the compared OMol25 structures with the same formula, charge and spin at 2.6666 eV. For the HOMO energy, the calculation gives -5.83 eV. The lowest unoccupied orbital energy comes out at -0.111 eV.

Löwdin population analysis, charges in e, atoms 1 to 4: number 1, Y, carries 1.114; number 2, C, carries -0.521; number 3, C, carries -0.524; number 4, S, carries 0.825